[1]
Molecular formula: C7H7NP
Method: DFT, ωB97M-V/def2-TZVPD

Geometry as ORCA input:
```
! RIJCOSX wB97M-V def2-TZVPD def2/J DEFGRID3
* xyz 1 1
C 0.45476 -0.39605 -0.01605
C 1.06431 -1.67276 -0.12235
C -0.50869 1.63862 -0.05044
C 0.86632 1.83325 0.03929
C -0.80817 0.26943 -0.07520
C -2.33189 -1.61201 0.13022
C -2.10662 -0.32114 -0.14956
N 1.47327 0.64831 0.07812
P 2.61220 -0.64624 -0.00597
H -1.24026 2.42661 -0.07809
H 1.39502 2.77058 0.08888
H -3.32426 -2.02668 0.08876
H -1.53132 -2.27077 0.43092
H -2.91519 0.34403 -0.42289
H 3.41737 -0.58328 1.11589
H 3.48314 -0.40189 -1.05154
*
```

Energy, hartree: -666.6076
HOMO level, eV: -13.42
M, g/mol: 136.1
Gap between HOMO and LUMO, Eh: 0.27955

***

[2]
Molecular formula: C4H7NO
Method: DFT, ωB97M-V/def2-TZVPD

Geometry as ORCA input:
```
! RIJCOSX wB97M-V def2-TZVPD def2/J DEFGRID3
* xyz 0 1
C -0.73554 -0.96462 1.15806
O -0.90250 -0.75644 -0.23767
C 0.13824 -0.07214 -0.90336
C 0.14051 1.44811 -0.71842
C 1.38584 -0.63430 -0.31878
N 1.90121 -1.13914 0.58736
H -0.81695 -0.01262 1.70134
H 0.24954 -1.45940 1.40601
H -1.54285 -1.63286 1.44364
H 0.02970 -0.32164 -1.96314
H -0.79995 1.88185 -1.06933
H 0.28053 1.70082 0.33610
H 0.96490 1.89134 -1.28939
*
```

Energy, hartree: -286.5533
Structure (SMILES): CO[C@@H](C)C#N
HOMO level, eV: -10.52
M, g/mol: 85.1
Gap between HOMO and LUMO, Eh: 0.41897